# 1
Molecular formula: H26O13
Method: DFT, ωB97M-V/def2-TZVPD

Structure (ORCA input):
```
! RIJCOSX wB97M-V def2-TZVPD def2/J DEFGRID3
* xyz 0 1
H -0.6296 0.3475 -0.2646
H 0.5543 -0.3054 0.5343
H 1.7197 1.2979 1.3444
H 2.9495 2.1494 1.0900
H 2.9555 2.6063 4.2662
H 3.3855 1.5708 3.3563
H -2.2130 3.4494 0.2779
H -1.3500 3.0025 -0.7663
H -1.3175 0.8531 -3.1150
H -2.4271 1.7261 -2.7543
H -1.3635 -0.4815 1.8236
H -2.5171 0.3630 1.6540
H 2.4508 0.2984 3.7938
H 1.0734 0.4197 3.1919
H -3.0326 -1.1525 -3.7148
H -3.7574 -2.0831 -2.7807
H 0.2217 -2.2377 -2.8101
H -0.1707 -0.8037 -2.7120
H 2.6682 0.1527 0.4916
H 2.6053 -1.2827 0.3407
H -0.4897 -2.0086 5.1301
H -1.3962 -1.9041 3.9017
H -1.8665 -3.3893 -2.7202
H -2.5336 -2.6780 -3.8164
H 1.6094 -0.9946 -2.0128
H 2.2882 -0.6089 -3.3122
O 0.1320 -0.1786 -0.3167
O 1.9446 2.1566 1.0251
O 3.5989 2.4051 3.5592
O -1.2516 3.3103 0.1213
O -1.5819 1.5122 -2.4660
O -1.8306 -0.0628 1.1250
O 1.5661 0.7348 3.9443
O -3.9077 -1.3318 -3.3378
O 0.4617 -1.4204 -3.2109
O 2.2473 -0.5541 0.9165
O -0.8786 -1.4135 4.4742
O -1.7083 -3.2738 -3.6592
O 1.7909 -0.1904 -2.5922
*
```

Calculated values
Orbital gap (Eh): 0.302
E_HOMO (Ha): -0.30847
ΔE to the lowest compared entry with this formula, charge and spin (kcal per mole): 171.0


# 2
Molecular formula: C4H8BrN
Method: DFT, ωB97M-V/def2-TZVPD

Structure (ORCA input):
```
! RIJCOSX wB97M-V def2-TZVPD def2/J DEFGRID3
* xyz 0 1
C 2.8325 -0.2960 -0.0341
C 2.1091 -1.4578 -0.5346
N 1.5123 -2.2472 -1.0926
H 2.0904 0.4444 -0.0428
H 3.8292 -0.2033 -0.6506
H 3.1251 -0.3032 1.0238
C -0.5224 0.4680 1.1398
C -0.9469 0.3379 -0.0817
H -0.5057 -0.2612 1.9176
H 0.0705 1.3041 1.3272
H -1.5260 -0.4239 -0.4610
H -0.6912 1.1596 -0.7131
Br -5.9604 0.1797 -0.5211
H -5.4166 1.2990 -1.2767
*
```

Calculated values
Orbital gap (Eh): 0.411
Structure (SMILES): CC#N.C=C.Br
E_HOMO (Ha): -0.38476
ΔE to the lowest compared entry with this formula, charge and spin (kcal per mole): 27.5


# 3
Molecular formula: C32H64BF4N8O8
Method: DFT, ωB97M-V/def2-TZVPD

Structure (ORCA input):
```
! RIJCOSX wB97M-V def2-TZVPD def2/J DEFGRID3
* xyz 0 2
C -1.8098 -7.1870 -2.4141
N -1.3224 -6.3425 -1.3132
C -0.2106 -5.6959 -1.4316
C 0.2815 -4.9970 -0.3308
C -0.4353 -4.7845 0.8213
C -1.6354 -5.5249 0.9108
C -2.0646 -6.3336 -0.1248
C -0.0182 -3.7733 1.7892
C -0.0579 -3.8926 3.1423
C 0.2250 -2.7897 4.0011
N 0.3922 -1.5645 3.4976
C 0.5115 -1.3730 2.1860
C 0.3466 -2.4779 1.2978
C 0.6396 -0.4299 4.3552
H -2.8054 -6.8999 -2.7522
H -1.8895 -8.1975 -2.0133
H -1.0666 -7.1929 -3.2115
H 0.2093 -5.7169 -2.4264
H 1.3007 -4.6601 -0.4503
H -2.2914 -5.3286 1.7460
H -2.9372 -6.9677 -0.0719
H -0.4188 -4.8288 3.5419
H 0.2492 -2.6965 5.0768
H 0.8879 -0.4115 1.8691
H 0.4439 -2.2605 0.2444
H 1.4063 -0.6639 5.0938
H -0.2855 -0.1776 4.8737
H 0.5768 0.5435 3.8686
B -0.6580 1.0784 0.1266
F -0.7956 1.7349 1.2843
F -1.2078 1.8613 -0.8252
F 0.5772 0.5253 -0.1475
F -1.5396 0.0322 0.2505
O -5.3399 2.7678 2.1896
C -4.4235 2.3800 1.4405
N -3.2250 3.0006 1.2092
C -4.7775 1.2662 0.4845
H -2.5439 2.5492 0.6156
H -2.9462 3.8252 1.7213
H -5.8317 1.3064 0.2106
H -4.8024 0.3414 1.0608
H -4.1743 1.1048 -0.4089
O 1.8153 3.4098 -3.8009
C 2.4275 3.1524 -2.7970
N 3.7301 2.8471 -2.8954
C 1.8085 3.4323 -1.4401
H 4.2433 2.6765 -2.0423
H 4.2711 2.7457 -3.7423
H 2.0078 2.5699 -0.8040
H 0.7393 3.6016 -1.5673
H 2.2478 4.3158 -0.9769
O -2.9777 -2.5041 3.2999
C -3.0404 -1.2920 3.5993
N -2.6261 -0.3829 2.8237
C -3.3969 -0.7852 5.0275
H -2.3244 -0.7155 1.9190
H -2.7974 0.6087 2.9098
H -4.2861 -1.3303 5.3443
H -3.4209 0.3041 5.0569
H -2.5877 -1.1540 5.6579
O 2.1340 -2.8011 -1.5963
C 1.7751 -1.9147 -2.3605
N 2.6147 -1.2135 -3.1236
C 0.2640 -1.6684 -2.5493
H 2.2871 -0.5107 -3.7707
H 3.5327 -1.6134 -2.9916
H 0.0853 -0.6602 -2.1756
H -0.3175 -2.4530 -2.0652
H 0.0411 -1.6795 -3.6162
C 6.7660 10.2119 4.2241
O 5.8865 9.4425 3.4601
C 5.0747 8.6585 4.3276
C 3.9704 7.7995 3.6204
N 4.5037 6.9675 2.5698
C 3.5797 6.5257 1.5248
C 2.3726 5.6973 2.0066
O 1.5012 5.5080 0.8609
C 0.4011 4.7978 1.1008
H 7.3782 9.8059 5.0294
H 6.4261 11.1064 4.7461
H 7.5708 10.4406 3.5255
H 4.6303 9.1995 5.1630
H 5.6603 7.9099 4.8612
H 3.4549 8.6059 3.0988
H 3.3243 7.3683 4.3851
H 5.1958 7.5801 2.1625
H 4.1150 5.9912 0.7400
H 3.2263 7.4497 1.0672
H 1.9213 6.0935 2.9163
H 2.7534 4.7433 2.3712
H 0.5485 3.7763 1.4513
H -0.3411 4.8815 0.3070
H -0.0972 5.1893 1.9876
C 1.1660 -4.8634 -5.0598
O 0.0857 -4.0786 -4.6327
C -0.8654 -3.8697 -5.6152
C -1.8602 -4.9905 -5.7696
N -2.7418 -5.2288 -4.5770
C -3.6125 -4.0397 -4.2980
C -3.1595 -2.9981 -3.3187
O -3.2435 -3.4311 -1.9777
C -3.0124 -2.4193 -1.0049
H 1.8768 -4.4085 -5.7498
H 0.9304 -5.8137 -5.5390
H 1.7408 -5.2166 -4.2038
H -0.4409 -3.6398 -6.5924
H -1.3264 -2.9021 -5.4172
H -1.3978 -5.9772 -5.7925
H -2.4085 -4.8341 -6.6986
H -3.3529 -5.9887 -4.8403
H -4.6573 -4.3131 -4.1506
H -3.6517 -3.5994 -5.2944
H -3.7976 -2.1358 -3.5123
H -2.1470 -2.7011 -3.5921
H -3.8685 -2.3983 -0.3305
H -2.7297 -1.4758 -1.4718
H -2.1318 -2.5616 -0.3786
*
```

Calculated values
Orbital gap (spin up / spin down) (Eh): 0.189 / 0.310
E_HOMO (spin up / spin down) (Ha): -0.19427 / -0.31768


# 4
Molecular formula: C5H9N3
Method: DFT, ωB97M-V/def2-TZVPD

Structure (ORCA input):
```
! RIJCOSX wB97M-V def2-TZVPD def2/J DEFGRID3
* xyz 0 1
C -1.0861 1.1646 -0.0935
N 0.1444 1.5913 -0.2155
C 1.2631 0.7912 0.0785
C 1.2296 -0.4281 -1.0081
C 0.3446 -1.1683 0.0618
C 0.9621 -0.2224 1.2028
N -1.0536 -1.2911 -0.0947
N -1.7618 -0.0589 0.0129
H -1.8222 1.9325 0.0933
H 2.1369 1.5339 -0.0099
H 2.1782 -0.9796 -0.9660
H 0.8651 -0.1912 -2.0232
H 0.8559 -2.1587 0.2001
H 0.0896 -0.0917 2.0507
H 1.9825 -0.7624 1.4917
H -1.3943 -1.7893 -0.8613
H -2.4751 -0.0039 0.6570
*
```

Calculated values
Orbital gap (Eh): 0.339
Structure (SMILES): C1=N[C@H]2C[C@H](C2)NN1
E_HOMO (Ha): -0.30500
ΔE to the lowest compared entry with this formula, charge and spin (kcal per mole): 93.5


# 5
Molecular formula: C5H15N4
Method: DFT, ωB97M-V/def2-TZVPD

Structure (ORCA input):
```
! RIJCOSX wB97M-V def2-TZVPD def2/J DEFGRID3
* xyz 1 1
C 0.4818 0.8625 0.3627
C -1.0639 1.2317 0.6027
C 1.2702 -0.3846 0.8496
C -1.3185 2.6960 0.5211
C 1.3036 -1.6675 0.2825
N 1.7294 -0.1970 2.1683
N 0.5031 -1.9687 -0.7964
N 2.1173 -2.6364 0.8053
N -2.2020 0.1682 -2.8592
H 0.5001 0.6315 -0.7125
H 1.1064 1.7725 0.4256
H -1.8125 0.4568 0.7350
H -1.4526 3.3141 1.3946
H -2.2916 2.6802 0.0286
H -0.6797 3.1223 -0.1425
H 1.7815 -1.0491 2.6858
H 1.4252 0.5485 2.6924
H 0.8022 -2.6005 -1.5839
H -0.0291 -1.2349 -1.2063
H 2.7081 -2.3026 1.5301
H 2.4366 -3.3342 0.1898
H -2.2251 0.4691 -1.9108
H -3.1699 0.1925 -3.2362
H -1.9207 -0.7704 -2.8262
*
```

Calculated values
Orbital gap (spin up / spin down) (Eh): 0.347 / 0.215
E_HOMO (spin up / spin down) (Ha): -0.46024 / -0.42117
ΔE to the lowest compared entry with this formula, charge and spin (kcal per mole): 60.3


# 6
Molecular formula: C8H11NO
Method: DFT, ωB97M-V/def2-TZVPD

Structure (ORCA input):
```
! RIJCOSX wB97M-V def2-TZVPD def2/J DEFGRID3
* xyz 0 1
N -1.6446 -0.5264 1.2132
C -0.8072 -0.9055 0.4796
C 0.3131 -0.9223 -0.4744
C 1.3273 0.1722 -0.2749
C 1.2069 1.5932 0.2606
C 2.5606 1.8628 -0.4332
C 3.5608 1.0025 0.3765
C 2.8130 -0.1971 -0.1865
C 2.2905 0.6105 -1.3491
H 0.7749 -1.9206 -0.4443
H -0.1203 -0.8979 -1.4865
H 0.3953 2.1500 -0.2274
H 1.1453 1.7541 1.3484
H 2.8289 2.8682 -0.7746
H 4.5777 1.0645 -0.0337
H 3.5888 1.1514 1.4677
H 3.1196 -1.2439 -0.1879
H 2.2986 0.4471 -2.4261
O -2.0160 1.2279 -1.6715
H -1.1522 1.6134 -1.8472
H -2.2925 1.2291 -0.6465
*
```

Calculated values
Orbital gap (Eh): 0.389
Structure (SMILES): N#CC[C@@]12C[C@H]3C[C@@H]1[C@H]32.O
E_HOMO (Ha): -0.36337
ΔE to the lowest compared entry with this formula, charge and spin (kcal per mole): 83.8


# 7
Molecular formula: C5H8IN3O
Method: DFT, ωB97M-V/def2-TZVPD

Structure (ORCA input):
```
! RIJCOSX wB97M-V def2-TZVPD def2/J DEFGRID3
* xyz 0 1
C 2.8718 0.2972 0.9785
C 1.6109 -0.0062 0.6524
C -2.8866 0.0533 0.3842
C -2.1408 -0.9837 -0.0868
C 1.3138 1.8952 -0.8631
N -0.3630 0.3414 -0.6427
N -2.5052 -2.2937 -0.3740
N 0.8434 0.6796 -0.2527
O -0.7770 -0.8496 -0.1374
I -4.9742 -0.1740 0.3187
H 3.3893 -0.2793 1.7204
H 3.4159 1.1019 0.5227
H 1.1014 -0.8379 1.1143
H 2.1951 1.6971 -1.4719
H 0.5128 2.2826 -1.4900
H 1.5617 2.6321 -0.0978
H -1.7704 -2.9789 -0.2721
H -3.3988 -2.5771 -0.0026
*
```

Calculated values
Orbital gap (spin up / spin down) (Eh): 0.212 / 0.310
E_HOMO (spin up / spin down) (Ha): -0.26039 / -0.30142
ΔE to the lowest compared entry with this formula, charge and spin (kcal per mole): 85.9


# 8
Molecular formula: C16H21NO5
Method: DFT, ωB97M-V/def2-TZVPD

Structure (ORCA input):
```
! RIJCOSX wB97M-V def2-TZVPD def2/J DEFGRID3
* xyz 0 1
C -6.3211 -0.7123 -0.7397
C -5.2725 -0.0098 -0.3229
C -5.3605 1.4590 -0.0282
C -3.9785 -0.7458 -0.1519
O -3.8874 -1.9365 -0.3778
N -2.9370 0.0301 0.2683
C -1.6168 -0.3437 0.5362
C -1.1483 -1.6435 0.4090
C 0.1725 -1.9397 0.7005
C 1.0538 -0.9558 1.1231
C 0.5840 0.3661 1.2287
C -0.7355 0.6591 0.9427
O 1.4954 1.3127 1.6310
C 1.5947 2.4777 0.8460
C 1.6664 2.1822 -0.6681
O 2.3632 1.0121 -0.9989
C 3.7256 0.9880 -0.6055
C 4.4515 -0.0968 -1.4150
O 4.5592 -1.3446 -0.7794
C 3.3567 -2.0638 -0.5731
C 3.0620 -2.2329 0.9278
O 2.3600 -1.1410 1.4720
H -7.2912 -0.2704 -0.8901
H -6.2185 -1.7651 -0.9402
H -5.1107 1.6678 1.0127
H -4.6950 2.0317 -0.6752
H -6.3761 1.8057 -0.2038
H -3.1258 1.0088 0.4249
H -1.8164 -2.4202 0.0794
H 0.5059 -2.9580 0.5798
H -1.0848 1.6790 1.0302
H 0.7587 3.1687 1.0287
H 2.5159 2.9562 1.1887
H 2.1128 3.0577 -1.1671
H 0.6622 2.0192 -1.0676
H 3.8135 0.7713 0.4657
H 4.1824 1.9654 -0.8168
H 5.4872 0.2070 -1.5839
H 3.9422 -0.1954 -2.3844
H 2.5130 -1.5617 -1.0568
H 3.4920 -3.0556 -1.0223
H 2.5336 -3.1765 1.1052
H 4.0117 -2.2562 1.4678
*
```

Calculated values
Orbital gap (Eh): 0.306
Structure (SMILES): C=C(C)C(=O)Nc1ccc2c(c1)OCCOCCOCCO2
E_HOMO (Ha): -0.28637
ΔE to the lowest compared entry with this formula, charge and spin (kcal per mole): 84.4